3 unconnected molecules or ions with the total composition CH2IN at a distorted geometry. Source: the OMol25 dataset; level of theory: the ωB97M-V functional and the def2-TZVPD basis.

Each atom is followed by the atoms it is bonded to, with distances in Å.
Element x y z (Å)
1 C 4.105 -0.646 -0.219  N2 1.152
2 N 3.102 -1.208 -0.143  C1 1.152
3 I -2.134 -0.368 0.008  H4 1.616
4 H -2.967 -1.621 0.599  I3 1.616
5 H 5.388 0.044 -0.303  no bonds

ΔE to the lowest compared entry with this formula, charge and spin (eV): 1.6117
2S+1: 1
Electronic energy (hartree): -391.6579
Lowest unoccupied orbital energy (eV): -0.1